{"formula": "C30H16Cl5F6LaNO5PS2", "method": "wB97M-V/def2-TZVPD", "symbols": ["La", "Cl", "C", "C", "Cl", "C", "Cl", "C", "O", "C", "Cl", "C", "Cl", "F", "C", "F", "F", "S", "O", "O", "N", "S", "O", "O", "C", "F", "F", "F", "C", "C", "C", "C", "C", "C", "P", "C", "C", "C", "C", "C", "C", "C", "C", "C", "C", "C", "C", "C", "C", "C", "C", "H", "H", "H", "H", "H", "H", "H", "H", "H", "H", "H", "H", "H", "H", "H", "H"], "xyz": [[1.138, 0.851, -0.719], [8.289, -0.045, -1.810], [6.647, -0.218, -2.069], [5.869, -0.330, -0.901], [6.458, -0.660, 0.668], [4.503, -0.123, -1.046], [3.442, -0.161, 0.425], [3.846, 0.090, -2.342], [2.573, 0.187, -2.418], [4.714, 0.013, -3.464], [3.988, -0.258, -5.033], [6.081, -0.051, -3.322], [7.038, 0.067, -4.708], [-2.033, 3.938, -2.350], [-1.938, 2.984, -1.407], [-3.146, 2.574, -0.988], [-1.307, 1.859, -1.968], [-0.882, 3.685, -0.020], [-0.280, 2.429, 0.534], [-1.759, 4.354, 0.870], [0.139, 4.740, -0.655], [1.434, 4.247, -1.479], [1.826, 5.225, -2.459], [1.240, 2.891, -2.070], [2.984, 4.048, -0.280], [2.800, 2.782, 0.290], [2.995, 4.970, 0.671], [4.105, 4.085, -1.018], [0.340, -2.953, 4.947], [1.092, -2.973, 3.802], [0.718, -2.212, 2.731], [-0.468, -1.525, 2.770], [-1.277, -1.479, 3.929], [-0.860, -2.238, 5.025], [-1.061, -0.696, 1.305], [-2.534, 0.247, 1.674], [-3.745, 0.203, 1.000], [-4.757, 1.082, 1.298], [-4.573, 2.136, 2.207], [-3.278, 2.218, 2.836], [-2.294, 1.337, 2.544], [-1.749, -1.950, 0.227], [-2.717, -2.795, 0.691], [-3.238, -3.826, -0.132], [-2.822, -3.974, -1.450], [-1.916, -3.044, -1.979], [-1.460, -3.016, -3.303], [-0.663, -2.038, -3.844], [-0.278, -0.933, -3.106], [-0.563, -0.984, -1.741], [-1.433, -1.946, -1.190], [0.696, -3.542, 5.862], [2.031, -3.527, 3.784], [1.253, -2.133, 1.761], [-2.207, -0.861, 3.973], [-1.408, -2.333, 5.892], [-3.955, -0.619, 0.308], [-5.685, 1.084, 0.739], [-5.364, 2.866, 2.418], [-3.144, 2.885, 3.653], [-1.295, 1.520, 2.961], [-3.083, -2.692, 1.731], [-3.926, -4.520, 0.236], [-3.156, -4.804, -2.051], [-1.857, -3.864, -3.907], [-0.402, -2.145, -4.873], [0.277, -0.127, -3.663]], "orbital_gap_ev": 7.031, "total_energy_ha": -5653.2488}